The following is a DFT calculation (ωB97M-V/def2-TZVPD) of a 2-piece molecular cluster, C8H17BrOSi overall at a distorted geometry.

Computed properties:
calculated total energy	-88534.0258	eV
maximum force	4.4	eV/A
2S+1	1
energy relative to the best compared isomer or geometry (same formula, charge and spin)	634.0	kJ/mol
total charge	0
Kohn-Sham gap (alpha / beta)	8.340 / 7.336	eV

Last column: Löwdin charge in e.
Atoms and positions in Å:
C (2.41744, 1.55297, 0.33564)  -0.49
C (2.10634, 0.21960, 0.30194)  -0.57
C (3.60295, 2.14460, -0.24194)  -0.09
C (1.31613, 2.46608, 0.78511)  -0.05
C (-2.20493, 0.11522, 0.83575)  -0.19
C (-1.75085, -3.02392, -0.62155)  -0.15
C (-0.54111, -0.27953, -1.56730)  -0.17
C (0.22450, -1.60211, 1.28471)  -0.28
O (1.02438, -2.68049, 1.13378)  -0.16
Si (-1.14476, -1.25067, 0.08381)  0.63
Br (2.92259, -1.25453, -0.27501)  0.85
H (3.22612, 2.40758, -1.29140)  0.12
H (3.79580, 3.07383, 0.30149)  0.09
H (4.38447, 1.40762, -0.33916)  0.06
H (1.31274, 2.48999, 1.86098)  0.08
H (0.52437, 1.92566, 0.37442)  0.03
H (1.53473, 3.43426, 0.37212)  0.08
H (-3.21565, -0.01581, 0.61309)  -0.01
H (-2.08111, 0.26836, 1.89269)  0.01
H (-1.89328, 1.15770, 0.32948)  0.08
H (-1.46942, -3.73432, 0.08962)  -0.02
H (-2.80794, -2.95047, -0.56880)  0.00
H (-1.37082, -3.01741, -1.68305)  0.05
H (-0.88650, -0.59244, -2.53918)  0.01
H (-0.87621, 0.73504, -1.58469)  0.00
H (0.48675, -0.17654, -1.63240)  -0.05
H (0.38439, -1.08955, 2.19441)  0.05
H (0.69773, -3.33234, 0.48652)  0.09